Entry from the OMol25 dataset: a cluster of 5 separate species, C43H78BrClF2N2O17P in total in a non-equilibrium geometry (wB97M-V/def2-TZVPD).

Last columns: bonded neighbours and bond lengths (Å).
Atoms and positions in Å:
1 Br 1.19425 4.84178 -3.53271  P3 2.324
2 Cl 0.81094 -0.39350 -3.92187  C25 1.827
3 P -1.01265 4.13349 -3.35608  Br1 2.324, O20 1.786, C47 1.896
4 F 0.40093 -2.49309 2.46629  C61 1.505
5 F -1.55609 -1.81600 -2.38268  C30 1.519
6 O -0.41869 3.35320 0.00744  C42 1.467, C67 1.471
7 O 6.60563 -5.10632 -2.54215  C32 1.355, C34 1.426
8 O 7.02038 -4.03547 -0.67047  C29 1.433, C32 1.357
9 O 7.38100 -6.30660 -0.74489  C32 1.223
10 O -4.33452 3.57705 -1.49683  C26 1.473, C58 1.478
11 O 4.13164 -2.01549 3.96912  C33 1.433, C62 1.357
12 O -7.81161 3.77050 -4.85625  C40 1.469, C52 1.472
13 O -9.13083 6.69826 3.26537  C35 1.223
14 O 7.16113 -8.51607 3.42821  C27 1.433, C65 1.357
15 O 9.35007 -8.01816 2.92400  C65 1.223
16 O -4.80462 2.11155 -4.68819  C31 1.450, C54 1.456
17 O 5.55500 -3.72394 3.37846  C62 1.223
18 O -6.93264 6.41162 2.64940  C35 1.357, C57 1.433
19 O -7.78585 5.06743 4.16173  C35 1.355, C43 1.426
20 O -1.61588 5.13119 -2.00326  P3 1.786, H113 1.020
21 O 6.25203 -1.85596 4.51724  C46 1.426, C62 1.355
22 O 8.65451 -8.58897 5.03644  C60 1.426, C65 1.355
23 N -0.89550 0.27726 -1.24233  C30 1.512, C37 1.510, C53 1.501, H89 1.072
24 N -3.90557 -1.51903 -6.60147  C39 1.521, H80 1.044, H90 1.062
25 C 1.05675 0.98329 -2.74553  Cl2 1.827, C28 1.622, C37 1.683, H132 1.194
26 C -4.51635 4.09074 -0.12861  O10 1.473, H99 1.189, H142 1.171, H145 1.193
27 C 6.79330 -8.32033 2.05721  O14 1.433, C38 1.519, H97 1.096, H128 1.094
28 C 2.37363 0.60377 -1.87827  C25 1.622, C49 1.655, H75 1.169, H94 1.174
29 C 7.47584 -4.00042 0.68769  O8 1.433, C63 1.519, H98 1.096, H129 1.094
30 C -2.01920 -0.43191 -1.96300  F5 1.519, N23 1.512, C56 1.617, H72 1.200
31 C -6.00248 2.27481 -3.88704  O16 1.450, C52 1.671, H96 1.170, H111 1.195
32 C 7.02868 -5.25632 -1.26341  O7 1.355, O8 1.357, O9 1.223
33 C 3.02985 -2.72229 3.38624  O11 1.433, C64 1.519, H118 1.094, H144 1.096
34 C 6.66675 -6.30426 -3.31313  O7 1.426, H81 1.095, H119 1.095, H120 1.093
35 C -8.06001 6.11232 3.34336  O13 1.223, O18 1.357, O19 1.355
36 C -1.07633 3.60675 2.57216  C42 1.673, C45 1.642, H105 1.188
37 C -0.28772 1.50490 -1.87853  N23 1.510, C25 1.683, C47 1.613, C67 1.681
38 C 7.23589 -9.49297 1.19910  C27 1.519, H73 1.094, H106 1.094, H109 1.094
39 C -4.01241 -1.03501 -5.16304  N24 1.521, C66 1.675, H95 1.168, H135 1.194
40 C -9.07211 4.17353 -4.21777  O12 1.469, C51 1.653, H74 1.175, H133 1.194
41 C -7.01932 8.84102 2.51025  C57 1.519, H104 1.094, H125 1.094, H134 1.094
42 C 0.07797 3.62131 1.36138  O6 1.467, C36 1.673, C44 1.637
43 C -8.86254 4.71689 5.02837  O19 1.426, H82 1.095, H92 1.093, H121 1.095
44 C 1.61044 3.97928 1.81045  C42 1.637, C55 1.669, H122 1.171
45 C -0.75578 3.92021 4.15158  C36 1.642, C50 1.642, H84 1.181
46 C 7.54789 -2.44477 4.60243  O21 1.426, H88 1.095, H116 1.093, H126 1.095
47 C -1.15754 2.27725 -2.99648  P3 1.896, C37 1.613, C59 1.677, H136 1.198
48 C -1.13913 -1.24330 0.90231  C53 1.684, C61 1.666, H114 1.170, H137 1.166
49 C 3.36227 -0.53473 -2.56104  C28 1.655, H69 1.171, H86 1.185, H143 1.191
50 C 0.78619 4.26888 4.59662  C45 1.642, C55 1.672, H138 1.173
51 C -10.07098 2.91807 -3.81952  C40 1.653, H117 1.192, H131 1.189, H141 1.169
52 C -6.66944 3.80600 -3.92913  O12 1.472, C31 1.671, H107 1.194, H123 1.170
53 C -1.28608 0.28363 0.20662  N23 1.501, C48 1.684, H79 1.159, H103 1.195
54 C -3.60878 2.77524 -4.18784  O16 1.456, C59 1.656, H112 1.197, H127 1.168
55 C 1.96840 4.27575 3.41368  C44 1.669, C50 1.672, H130 1.189
56 C -2.86146 0.33384 -3.11161  C30 1.617, C59 1.672, C66 1.651, H91 1.199
57 C -7.03139 7.52465 1.75237  O18 1.433, C41 1.519, H77 1.094, H93 1.096
58 C -3.49876 2.35779 -1.52206  O10 1.478, C59 1.636, H71 1.168, H85 1.194
59 C -2.81047 1.99844 -2.96198  C47 1.677, C54 1.656, C56 1.672, C58 1.636
60 C 10.01725 -8.53472 5.45264  O22 1.426, H70 1.095, H108 1.093, H124 1.095
61 C 0.43929 -1.42935 1.40289  F4 1.505, C48 1.666, H76 1.170, H139 1.172
62 C 5.33605 -2.63673 3.89431  O11 1.357, O17 1.223, O21 1.355
63 C 8.98813 -4.12270 0.76104  C29 1.519, H83 1.094, H100 1.094, H110 1.094
64 C 2.58874 -3.87465 4.27215  C33 1.519, H78 1.094, H87 1.094, H101 1.094
65 C 8.47445 -8.33321 3.71780  O14 1.357, O15 1.223, O22 1.355
66 C -2.64216 -0.21713 -4.65295  C39 1.675, C56 1.651, H115 1.168, H140 1.170
67 C 0.49312 2.51177 -0.78229  O6 1.471, C37 1.681, H68 1.199, H102 1.166
68 H 1.02994 1.87609 0.08079  C67 1.199
69 H 3.70108 -0.28197 -3.65332  C49 1.171
70 H 10.47795 -7.57903 5.18235  C60 1.095
71 H -2.76353 2.47473 -0.62254  C58 1.168
72 H -2.85935 -0.74889 -1.16709  C30 1.200
73 H 6.84883 -10.43288 1.60345  C38 1.094
74 H -8.95621 4.89674 -3.29923  C40 1.175
75 H 3.00140 1.57664 -1.71376  C28 1.169
76 H 1.15093 -1.80454 0.55346  C61 1.170
77 H -6.15764 7.47906 1.09623  C57 1.094
78 H 2.36714 -3.51950 5.28285  C64 1.094
79 H -0.66594 0.90095 0.96605  C53 1.159
80 H -4.53729 -0.98262 -7.23720  N24 1.044
81 H 7.71150 -6.58237 -3.48466  C34 1.095
82 H -9.78217 4.52968 4.46457  C43 1.095
83 H 9.33487 -4.01441 1.79309  C63 1.094
84 H -1.65677 3.88138 4.91353  C45 1.181
85 H -4.23250 1.46281 -1.22943  C58 1.194
86 H 2.90817 -1.62441 -2.45343  C49 1.185
87 H 3.37416 -4.63046 4.36762  C64 1.094
88 H 7.91240 -2.74854 3.61577  C46 1.095
89 H -0.10474 -0.44624 -1.25771  N23 1.072
90 H -4.18586 -2.54239 -6.55852  N24 1.062
91 H -4.02908 0.12363 -2.93772  C56 1.199
92 H -8.58994 3.79913 5.55638  C43 1.093
93 H -7.91905 7.42895 1.11586  C57 1.096
94 H 2.02270 0.15479 -0.85201  C28 1.174
95 H -5.00411 -0.47158 -4.90967  C39 1.168
96 H -5.94348 1.93108 -2.77040  C31 1.170
97 H 7.19066 -7.36909 1.68371  C27 1.096
98 H 6.97509 -4.77385 1.28208  C29 1.096
99 H -3.93962 5.12581 -0.02436  C26 1.189
100 H 9.33068 -5.09199 0.38637  C63 1.094
101 H 1.69793 -4.35895 3.86104  C64 1.094
102 H 1.37037 3.11228 -1.26077  C67 1.166
103 H -2.41406 0.61025 0.42669  C53 1.195
104 H -7.01370 9.68654 1.81588  C41 1.094
105 H -2.20129 3.38998 2.25864  C36 1.188
106 H 8.32605 -9.58386 1.17578  C38 1.094
107 H -7.03636 3.99178 -2.80835  C52 1.194
108 H 10.04529 -8.63442 6.54106  C60 1.093
109 H 6.88174 -9.37451 0.17069  C38 1.094
110 H 9.46609 -3.35764 0.14220  C63 1.094
111 H -6.84201 1.58375 -4.38268  C31 1.195
112 H -2.83406 2.74951 -5.09958  C54 1.197
113 H -0.99346 5.93796 -2.03903  O20 1.020
114 H -1.88945 -1.28312 1.79954  C48 1.170
115 H -2.43963 0.61357 -5.44933  C66 1.168
116 H 8.23552 -1.69782 5.00815  C46 1.093
117 H -11.03999 3.41938 -3.33985  C51 1.192
118 H 2.20931 -2.00530 3.29316  C33 1.094
119 H 6.12424 -7.11998 -2.82433  C34 1.095
120 H 6.19730 -6.11061 -4.28137  C34 1.093
121 H -9.01650 5.50890 5.76816  C43 1.095
122 H 2.46646 4.01769 1.01298  C44 1.171
123 H -5.90118 4.63402 -4.23411  C52 1.170
124 H 10.57276 -9.36991 5.01432  C60 1.095
125 H -6.13889 8.90446 3.15644  C41 1.094
126 H 7.52303 -3.29948 5.28589  C46 1.095
127 H -3.80929 3.91067 -4.00040  C54 1.168
128 H 5.70246 -8.24664 2.03103  C27 1.094
129 H 7.17271 -3.03257 1.09684  C29 1.094
130 H 3.07990 4.53260 3.74950  C55 1.189
131 H -10.47822 2.32390 -4.76558  C51 1.189
132 H 1.35013 1.93718 -3.40191  C25 1.194
133 H -9.67202 4.80021 -5.03834  C40 1.194
134 H -7.89524 8.93840 3.15873  C41 1.094
135 H -4.02221 -2.02110 -4.48970  C39 1.194
136 H -0.87368 1.81611 -4.06518  C47 1.198
137 H -1.34791 -2.10669 0.14706  C48 1.166
138 H 1.06991 4.51656 5.70716  C50 1.173
139 H 0.88260 -0.42618 1.81571  C61 1.172
140 H -1.79092 -1.01084 -4.77598  C66 1.170
141 H -9.64259 2.19909 -3.00297  C51 1.169
142 H -4.25588 3.33080 0.72376  C26 1.171
143 H 4.35140 -0.54522 -1.89855  C49 1.191
144 H 3.28087 -3.05963 2.37360  C33 1.096
145 H -5.67129 4.37217 -0.03304  C26 1.193

E_LUMO = -2.46 eV
charge = +1
HOMO level = -11.0 eV
orbital gap = 0.3128 hartree